# C24H51BrClN9O7P

A cluster of 7 separate species, C24H51BrClN9O7P in total (wB97M-V/def2-TZVPD, the Open Molecules 2025 dataset).

```
94
Properties=species:S:1:pos:R:3:forces:R:3
C 2.5802 -0.5204 3.1989 0.122 -0.665 -0.387
C 1.5496 -1.6707 3.2714 0.248 0.500 -0.249
C 0.1012 -1.2940 3.3863 0.357 -0.199 0.035
C -0.4563 -0.2298 2.6322 0.182 -0.602 0.181
N 0.2934 0.5370 1.7712 -0.515 0.152 -0.092
N -1.7514 0.0334 2.7588 0.442 0.456 -0.263
N -2.6216 -0.6034 3.5177 0.120 0.102 0.061
C -2.1537 -1.5900 4.2301 -0.151 -0.905 -0.077
P -3.4392 -2.4191 5.3278 -0.054 0.380 0.669
O -4.7741 -1.9152 4.5757 -0.041 -0.167 0.050
Cl -3.3848 -4.3755 4.7090 0.103 0.035 -0.306
C -0.7828 -1.9609 4.2068 -0.075 0.470 -0.199
Br -0.1894 -3.3340 5.3183 -0.159 -0.185 0.130
H 2.8887 -0.3860 2.1697 -0.110 0.318 -0.213
H 3.4633 -0.8504 3.7328 0.005 0.155 0.265
H 2.2253 0.4145 3.6058 0.014 0.149 0.191
H 1.6489 -2.2689 2.3631 -0.018 -0.134 -0.108
H 1.8300 -2.3111 4.0952 -0.159 -0.103 0.172
H -0.1078 1.4559 1.6318 -0.001 0.009 -0.288
H 0.4704 0.0596 0.8905 0.555 -0.003 0.035
H -2.1204 0.8312 2.2104 -0.585 0.156 0.422
H -4.9673 -2.4405 3.7884 -0.136 0.146 -0.154
C 3.0345 -0.6303 -0.8369 0.129 -0.020 0.083
O 2.3162 -1.5779 -0.5434 -0.249 0.125 0.241
N 2.7951 0.2322 -1.8275 0.011 0.172 -0.085
C 3.6769 1.3480 -2.1254 -0.165 -0.160 0.022
C 1.5997 0.0533 -2.6444 0.120 -0.185 0.178
H 3.9579 -0.4034 -0.2775 0.028 -0.029 -0.042
H 3.1210 2.2782 -2.0341 0.165 0.100 -0.118
H 4.0488 1.2562 -3.1466 0.045 0.128 -0.001
H 4.5212 1.3625 -1.4388 -0.007 -0.074 0.026
H 0.7116 0.0955 -2.0116 -0.088 -0.046 -0.115
H 1.6266 -0.9200 -3.1283 -0.124 0.023 -0.064
H 1.5482 0.8349 -3.3984 0.064 0.045 0.022
C -0.3466 -2.9047 -3.9808 0.224 0.107 -0.236
O -0.8105 -1.8001 -3.7507 -0.148 0.024 0.158
N -0.7802 -4.0455 -3.4169 -0.022 -0.137 0.021
C -0.1859 -5.3304 -3.7317 -0.144 0.056 0.124
C -1.8730 -3.9817 -2.4659 0.069 0.130 -0.079
H 0.4857 -3.0525 -4.6869 0.016 0.029 0.022
H -0.9368 -6.0009 -4.1542 0.048 -0.046 -0.020
H 0.2268 -5.7866 -2.8299 0.039 -0.048 -0.037
H 0.6148 -5.1987 -4.4553 0.012 0.037 -0.006
H -2.7591 -3.5558 -2.9385 -0.031 -0.006 0.046
H -1.5981 -3.3444 -1.6232 -0.040 -0.013 0.027
H -2.0995 -4.9819 -2.1058 0.020 -0.028 -0.014
C -4.2532 1.1504 1.4622 -0.069 -0.170 -0.230
O -3.5235 2.0428 1.8959 0.333 -0.263 -0.066
N -5.4670 1.3201 0.9572 -0.111 0.161 0.016
C -6.2579 0.2091 0.4548 -0.047 0.146 0.027
C -6.0241 2.6682 0.9075 0.116 0.003 0.068
H -3.9248 0.1005 1.4427 -0.125 -0.062 -0.028
H -6.4882 0.3630 -0.5994 -0.015 -0.047 -0.008
H -7.1904 0.1334 1.0144 -0.012 -0.044 -0.019
H -5.7047 -0.7212 0.5619 0.034 0.005 0.004
H -5.3837 3.3133 0.3072 -0.025 0.026 -0.006
H -6.0828 3.0840 1.9123 -0.025 0.028 -0.010
H -7.0169 2.6324 0.4699 -0.012 -0.043 -0.012
C 1.3030 4.1504 -2.4216 0.112 0.107 0.132
O 2.0142 4.0277 -3.3987 -0.053 -0.088 -0.100
N -0.0389 4.0610 -2.4269 -0.134 -0.049 0.047
C -0.8277 4.2164 -1.2224 -0.012 -0.051 -0.203
C -0.7128 3.8004 -3.6909 0.170 0.019 0.005
H 1.7194 4.3509 -1.4176 -0.046 0.010 0.015
H -1.4057 3.3088 -1.0287 -0.032 0.031 0.058
H -1.5188 5.0545 -1.3263 -0.025 0.000 0.080
H -0.1741 4.4078 -0.3732 0.029 0.022 -0.009
H -0.3720 2.8532 -4.1095 -0.040 -0.004 -0.035
H -0.4839 4.5898 -4.4064 -0.029 -0.016 -0.034
H -1.7861 3.7586 -3.5273 -0.013 0.004 0.037
C 3.3449 -0.9334 -5.8758 0.141 -0.046 0.175
O 2.6328 -1.8795 -5.5926 -0.140 -0.055 0.010
N 3.1028 -0.0558 -6.8607 0.005 0.123 -0.077
C 3.9924 1.0543 -7.1444 -0.183 -0.065 -0.078
C 1.9037 -0.2312 -7.6654 0.025 -0.091 0.122
H 4.2750 -0.7184 -5.3211 0.011 0.021 -0.030
H 3.4616 2.0012 -7.0313 0.058 0.037 0.003
H 4.3716 0.9819 -8.1651 0.050 0.047 0.011
H 4.8347 1.0405 -6.4562 0.005 -0.025 0.021
H 1.0177 -0.1903 -7.0308 -0.030 -0.009 -0.035
H 1.9225 -1.2030 -8.1586 -0.041 0.008 -0.027
H 1.8522 0.5549 -8.4136 0.033 0.027 0.000
C 2.0035 -0.6728 6.8058 0.026 -0.092 0.020
O 3.0425 -0.7460 6.1762 -0.002 0.012 -0.014
N 1.6633 0.3440 7.6141 -0.128 0.074 0.031
C 0.4057 0.3675 8.3367 0.169 0.109 -0.026
C 2.5944 1.4526 7.7679 0.039 -0.132 -0.073
H 1.2397 -1.4665 6.7532 -0.033 0.077 0.120
H -0.1807 1.2417 8.0469 -0.052 -0.020 0.041
H 0.5882 0.4085 9.4114 -0.073 -0.015 0.019
H -0.1677 -0.5309 8.1141 0.020 -0.025 -0.010
H 2.7836 1.9206 6.8018 0.032 0.034 0.018
H 3.5445 1.0915 8.1603 0.022 0.044 0.002
H 2.1745 2.1857 8.4509 -0.037 -0.012 0.015
```
Positions in Å, forces in eV/Å.

charge	+1
total energy	-145307.630	eV
HOMO energy	-10.81	eV
molecular weight	724.059	g/mol
multiplicity	1

---

# C24H51Cl12F2N2O3PSi2

A structure of composition C24H51Cl12F2N2O3PSi2 in a non-equilibrium geometry (wB97M-V/def2-TZVPD, the Open Molecules 2025 dataset).

```
97
Properties=species:S:1:pos:R:3:forces:R:3
C -3.8441 2.6882 -1.5954 0.603 0.208 -0.970
C -2.9379 2.6864 -2.8289 -0.118 -0.348 0.921
C -1.5136 2.2784 -2.4278 -0.002 0.760 -1.211
C -0.4328 3.0616 -3.1932 -0.222 -0.566 0.096
C 0.7173 2.1558 -3.5949 -0.017 0.160 0.534
C 1.3450 1.4522 -2.3852 0.309 0.135 -0.601
Si 3.0571 0.8358 -2.8217 0.313 0.434 0.871
O 3.3163 -0.8030 -2.4381 -0.657 0.510 -1.085
Si 2.4526 -1.9816 -3.1719 -0.373 -1.620 1.478
N 0.7285 -1.7245 -3.0220 0.741 -0.042 -0.356
N 2.7970 -2.1866 -4.9207 0.267 1.367 -0.352
C 1.8492 -1.5766 -5.7693 0.107 1.580 -0.771
O 1.8878 -0.5205 -6.3317 -0.063 -1.432 0.596
F 0.8148 -2.3958 -5.9043 -0.392 -0.216 0.072
C 4.1498 -1.9543 -5.2863 2.076 -2.614 0.446
O 5.0064 -2.8112 -5.1787 -1.913 2.089 -0.151
F 4.4381 -0.7481 -5.7404 -0.179 -0.082 -0.044
P 3.0970 -3.8901 -2.2155 1.512 -0.147 -0.255
C 2.5258 -5.2284 -3.3641 -1.091 0.176 0.760
C 1.1098 -5.7701 -3.0889 0.607 0.307 -0.502
C 2.2140 -4.0377 -0.5901 0.180 0.380 -0.487
C 3.1164 -3.4693 0.4909 -0.081 -0.253 -0.066
H -4.8731 2.7744 -1.9079 -0.469 0.074 0.281
H -3.5546 3.4901 -0.9324 -0.135 0.363 0.302
H -3.6724 1.7665 -1.0756 -0.224 -0.507 0.325
H -2.9683 3.6355 -3.3437 0.082 0.424 -0.083
H -3.3380 1.9497 -3.5106 -0.055 -0.198 -0.443
H -1.3826 1.2456 -2.7134 -0.005 -0.570 0.288
H -1.3802 2.3869 -1.3654 0.101 -0.095 0.519
H -0.0730 3.9012 -2.6140 0.071 0.272 0.190
H -0.8814 3.4567 -4.0921 -0.120 0.276 -0.397
H 1.4893 2.7430 -4.0757 0.194 0.217 -0.385
H 0.3421 1.4411 -4.3134 0.042 -0.375 -0.338
H 1.4621 2.2058 -1.6185 0.151 0.101 0.290
H 0.6968 0.6951 -1.9726 -0.206 -0.311 0.065
H 4.0433 1.5954 -2.0196 0.113 -0.170 -0.179
H 3.3833 1.1185 -4.2306 -0.129 -0.296 -0.143
H 0.2772 -2.5910 -3.2936 -0.313 0.000 -0.267
H 0.5493 -1.6570 -2.0267 -0.232 0.348 0.165
H 3.2141 -6.0530 -3.2801 0.445 -0.159 -0.093
H 2.5787 -4.8379 -4.3652 0.225 0.200 -0.435
H 1.1703 -6.5869 -2.3942 -0.224 -0.318 0.439
H 0.6888 -6.1350 -4.0119 -0.264 -0.316 -0.300
H 0.4432 -5.0109 -2.7111 -0.269 0.232 0.247
H 2.0738 -5.0878 -0.3905 -0.248 -0.452 -0.085
H 1.2491 -3.5491 -0.6096 -0.394 0.018 0.143
H 4.0332 -4.0379 0.4983 0.470 -0.107 -0.033
H 2.6749 -3.5799 1.4688 -0.290 0.170 0.401
H 3.3712 -2.4377 0.3040 0.057 0.418 0.042
Cl -5.3153 1.0327 0.9247 -0.152 -0.184 0.069
C -4.8874 -0.4958 1.7370 -0.042 0.098 -0.167
C -3.4342 -0.8413 1.5508 0.074 -0.067 0.180
Cl -3.0510 -1.2676 -0.1393 0.031 0.024 -0.037
H -5.5353 -1.2775 1.3517 0.006 -0.019 -0.051
H -5.0949 -0.3628 2.7923 0.059 0.082 0.085
H -3.1846 -1.7078 2.1616 -0.051 -0.053 -0.032
H -2.7909 -0.0133 1.8382 -0.009 0.054 -0.078
Cl -5.9668 -2.4373 4.1465 -0.075 -0.112 0.088
C -5.4934 -3.9696 4.9243 -0.036 -0.050 0.098
C -4.0329 -4.2721 4.7158 0.063 -0.051 0.060
Cl -3.6623 -4.6424 3.0120 0.017 0.043 -0.022
H -6.1257 -4.7564 4.5230 0.004 0.011 -0.082
H -5.6989 -3.8677 5.9881 0.033 0.046 0.014
H -3.7515 -5.1443 5.3024 -0.031 -0.038 -0.016
H -3.4089 -3.4354 5.0178 -0.004 0.041 -0.036
Cl 4.1842 -6.9740 3.8635 -0.026 -0.002 -0.017
C 5.0902 -5.4570 3.6308 0.090 -0.004 -0.052
C 4.8514 -4.4748 4.7472 0.083 0.064 0.033
Cl 3.1850 -3.8431 4.7388 -0.040 0.006 0.019
H 4.8027 -5.0400 2.6696 -0.068 -0.001 -0.002
H 6.1459 -5.7190 3.5946 0.013 -0.009 0.043
H 5.5158 -3.6207 4.6307 -0.006 0.014 -0.059
H 5.0330 -4.9237 5.7196 -0.062 -0.054 0.010
Cl 3.0094 1.9878 0.4844 0.027 0.044 0.452
C 3.8232 3.5737 0.4202 0.076 -0.006 0.030
C 2.8484 4.7142 0.5494 0.017 0.154 0.126
Cl 1.7848 4.8517 -0.8732 0.000 0.029 0.028
H 4.3770 3.6264 -0.5135 -0.035 -0.057 -0.083
H 4.5308 3.6021 1.2469 -0.030 -0.006 0.037
H 3.3909 5.6552 0.6298 0.062 -0.026 -0.049
H 2.2150 4.5974 1.4266 0.025 -0.038 -0.153
Cl -3.9728 3.8010 2.4414 0.077 0.078 0.044
C -4.4554 5.4543 1.9875 0.061 0.090 0.051
C -5.9510 5.5944 1.8823 -0.054 0.068 0.004
Cl -6.6168 4.6826 0.5037 -0.009 -0.028 0.003
H -3.9649 5.6988 1.0488 -0.008 -0.063 -0.041
H -4.0761 6.1222 2.7580 -0.024 0.005 0.028
H -6.2097 6.6404 1.7277 0.032 0.016 -0.036
H -6.4454 5.2437 2.7840 0.001 -0.071 -0.003
Cl -1.1182 6.4157 2.9361 -0.013 0.063 -0.032
C -0.5455 5.6930 4.4595 -0.055 0.022 0.106
C 0.8139 5.0664 4.2942 0.033 -0.037 0.060
Cl 0.7440 3.6330 3.2360 0.001 -0.065 0.091
H -1.2816 4.9600 4.7790 -0.023 -0.043 -0.076
H -0.5026 6.4889 5.2007 0.056 0.037 -0.029
H 1.1928 4.7377 5.2599 -0.049 -0.036 0.020
H 1.5244 5.7683 3.8645 -0.023 0.008 -0.065
```
Positions in Å, forces in eV/Å.

total energy	-215591.945	eV
HOMO energy	-7.78	eV
molecular weight	966.261	g/mol
multiplicity	1